9
Properties=species:S:1:pos:R:3:forces:R:3:lowdin_charge:R:1 method="wB97M-V/def2-TZVPD" orbital_gap_ev=9.3636 largest_force_ha_per_bohr=0.106 charge=+1 relative_energy_ev=5.4946 smiles="C=C=C[N+]#[N+][O-]"
C -1.904 0.145 0.152 -0.497 3.291 -4.299 0.114
C -0.686 0.468 0.381 0.974 0.096 0.797 0.008
C 0.623 0.607 0.638 -1.704 1.426 1.335 -0.036
N 1.367 -0.210 -0.134 2.059 -1.723 -1.029 0.222
N 1.932 -0.967 -0.747 -0.084 0.954 -0.971 0.024
O 2.494 -1.489 -1.630 -0.287 -0.169 1.041 0.267
H -2.532 0.608 -0.776 1.758 -0.947 2.290 0.178
H -2.453 -0.453 0.755 -1.467 -2.092 1.935 0.056
H 1.158 1.291 1.360 -0.752 -0.835 -1.098 0.168